Version i
Here is 3 unconnected molecules or ions with the total composition C4H10O from OMol25. Energies are from wB97M-V/def2-TZVPD.

```
15
Properties=species:S:1:pos:R:3:lowdin_charge:R:1
H -0.575 -0.194 -1.566 0.09
H 0.105 -0.359 -1.307 0.05
C -2.019 -0.034 0.624 -0.08
C -1.125 1.102 0.196 -0.39
O -0.135 1.437 0.803 0.00
H -2.650 -0.388 -0.196 0.07
H -2.665 0.345 1.424 0.08
H -1.425 -0.861 1.022 0.08
H -1.452 1.674 -0.697 0.11
C 2.020 -0.065 0.487 -0.10
C 1.975 -0.851 -0.583 -0.15
H 1.712 -0.409 1.469 0.06
H 2.339 0.971 0.420 0.06
H 1.620 -1.878 -0.529 0.05
H 2.276 -0.491 -1.564 0.05
```

structure (SMILES): [H][H].CC=O.C=C
HOMO: -9.7 eV
LUMO: 0.04186 hartree
total charge: 0
HOMO-LUMO gap: 10.9 eV
molecular weight: 74.1 Da


Version ii
Here is 2 unconnected molecules or ions with the total composition C4H10O from OMol25. Energies are from wB97M-V/def2-TZVPD.

```
15
Properties=species:S:1:pos:R:3:lowdin_charge:R:1
C -0.968 -0.410 -0.803 0.00
C 0.154 0.248 -0.507 -0.44
C 0.132 1.622 0.112 -0.07
C 1.513 -0.323 -0.821 -0.07
H -0.951 -1.398 -1.256 0.07
H -1.949 0.015 -0.595 0.07
H 0.842 1.698 0.944 0.08
H -0.861 1.883 0.488 0.08
H 0.423 2.374 -0.632 0.08
H 1.955 0.208 -1.673 0.08
H 2.202 -0.207 0.023 0.08
H 1.458 -1.387 -1.073 0.08
O -1.211 -1.786 1.808 -0.07
H -0.639 -1.291 1.205 -0.01
H -2.030 -1.278 1.784 0.03
```

structure (SMILES): C=C(C)C.O
HOMO: -9.6 eV
LUMO: 0.03227 hartree
total charge: 0
HOMO-LUMO gap: 10.5 eV
molecular weight: 74.1 Da


Version iii
Here is C4H10O in the gas phase from OMol25. Energies are from wB97M-V/def2-TZVPD.

```
15
Properties=species:S:1:pos:R:3:lowdin_charge:R:1
C 2.001 0.463 -0.154 -0.07
C 1.204 -0.911 0.138 -0.26
O -0.119 -0.889 -0.362 -0.22
C -0.782 0.411 -0.056 -0.29
C -2.263 -0.111 -0.028 -0.14
H 1.351 1.276 0.335 0.06
H 2.040 0.600 -1.210 0.06
H 2.957 0.430 0.355 0.06
H 1.077 -1.013 1.232 0.11
H 1.672 -1.756 -0.376 0.11
H -0.528 0.888 1.043 0.15
H -0.543 1.319 -0.832 0.15
H -2.872 0.799 0.303 0.06
H -2.647 -0.537 -1.132 0.12
H -2.548 -0.970 0.744 0.10
```

structure (SMILES): CCOCC
HOMO: -9.7 eV
LUMO: 0.03994 hartree
total charge: 0
HOMO-LUMO gap: 10.7 eV
molecular weight: 74.1 Da


Tell me which of them is the least stable. Sure, it is version i.


Version i
Here is 3 unconnected molecules or ions with the total composition C6H12O2 from OMol25. Energies are from wB97M-V/def2-TZVPD.

```
20
Properties=species:S:1:pos:R:3:lowdin_charge:R:1
C -1.037 -2.352 1.913 0.00
C -1.216 -1.222 1.182 -0.14
C 0.053 -0.769 0.593 -0.13
C 0.102 0.467 0.099 -0.20
C 1.198 1.107 -0.436 -0.22
C 1.162 1.512 -1.714 0.00
H -1.763 -2.932 2.402 0.02
H -0.102 -2.769 2.215 0.05
H -1.951 -0.418 1.111 0.11
H 0.860 -1.473 0.312 0.12
H -0.822 1.069 -0.165 0.13
H 2.175 1.224 0.126 0.13
H 0.333 1.365 -2.358 0.04
H 1.924 2.068 -2.351 0.08
O -1.705 2.931 1.503 0.00
H -0.883 3.326 1.544 0.00
H -1.775 2.524 2.334 0.01
O 1.375 -1.884 -2.652 -0.05
H 2.252 -2.209 -2.821 0.02
H 0.809 -2.606 -2.971 0.05
```

structure (SMILES): C=C/C=C/C=C.O.O
HOMO: -7.9 eV
LUMO: 0.02895 hartree
total charge: 0
HOMO-LUMO gap: 8.7 eV
molecular weight: 116.2 Da


Version ii
Here is C6H12O2 in the gas phase from OMol25. Energies are from wB97M-V/def2-TZVPD.

```
20
Properties=species:S:1:pos:R:3:lowdin_charge:R:1
O 2.591 1.241 0.117 -0.04
C 1.968 0.894 1.355 -0.47
O 2.643 0.517 2.502 -0.09
C 0.970 -0.449 0.961 -0.01
C -0.136 0.148 0.056 -0.39
C 0.207 0.921 -1.094 0.05
C -1.170 -1.144 -0.212 -0.18
C -2.413 -0.693 -0.875 -0.10
H 1.273 1.635 1.720 0.13
H 1.547 -1.166 0.428 0.10
H 0.584 -0.972 1.903 0.14
H -0.729 0.673 0.762 0.12
H 0.722 0.235 -1.872 0.13
H 1.924 1.265 -0.727 0.10
H -0.210 1.930 -1.185 0.10
H -1.294 -1.929 0.550 0.12
H -0.525 -1.599 -0.907 0.08
H -3.028 -0.024 -0.375 0.06
H -2.982 -1.414 -1.410 0.07
H -1.942 -0.070 -1.697 0.09
```

HOMO: -7.8 eV
LUMO: -0.10530 hartree
total charge: 0
HOMO-LUMO gap: 5.0 eV
molecular weight: 116.2 Da


Version iii
Here is 2 unconnected molecules or ions with the total composition C6H12O2 from OMol25. Energies are from wB97M-V/def2-TZVPD.

```
20
Properties=species:S:1:pos:R:3:lowdin_charge:R:1
C 0.722 2.903 -0.705 -0.13
C 0.982 1.698 -1.724 -0.24
C 0.003 0.516 -1.553 -0.13
C -0.475 0.221 -0.396 -0.17
C -1.310 -0.952 -0.019 -0.11
C -0.874 -2.050 0.638 -0.08
O -1.942 -2.995 0.583 -0.05
H 0.586 2.591 0.417 0.08
H -0.248 3.282 -1.027 0.06
H 1.509 3.718 -0.800 0.08
H 2.034 1.462 -1.570 0.08
H 0.946 2.110 -2.787 0.11
H -0.285 -0.078 -2.471 0.13
H -0.506 1.082 0.347 0.11
H -2.333 -0.870 -0.409 0.11
H 0.035 -2.359 1.120 0.09
H -2.685 -2.588 0.234 0.02
O 1.066 -2.614 3.096 -0.04
H 2.010 -2.569 3.024 0.03
H 0.766 -2.507 4.003 0.05
```

structure (SMILES): CC/C=C/C=C/O.O
HOMO: -8.4 eV
LUMO: 0.02653 hartree
total charge: 0
HOMO-LUMO gap: 9.2 eV
molecular weight: 116.2 Da


Tell me which of them is the least stable. Sure, it is version ii.